The following is a DFT calculation (the ωB97M-V functional and the def2-TZVPD basis) of a molecular structure, C25H41N6O3SSn.

Each line ends with the Mulliken charge.
CARTESIAN COORDINATES (ANGSTROEM)
Sn 0.272 0.161 -0.633  1.712
C 1.387 3.949 -1.168  -1.085
C 0.150 3.638 -2.042  -1.020
N -0.651 2.439 -1.726  0.202
C -1.687 2.288 -2.773  -1.084
C -2.459 0.970 -2.726  -1.196
N -1.616 -0.207 -2.477  -0.009
C -1.170 -1.057 -3.588  -0.917
C -0.196 -0.467 -4.625  -0.990
C 0.875 0.562 -4.253  -0.248
N 1.723 0.292 -3.082  -0.165
C 2.687 1.393 -2.905  -0.700
C 3.264 1.486 -1.497  -1.040
N 2.228 1.627 -0.470  0.075
C 1.839 2.994 -0.066  -0.604
H 2.235 4.128 -1.834  0.274
H 1.207 4.895 -0.657  0.471
H -0.501 4.518 -2.035  0.593
H 0.479 3.526 -3.075  0.433
H -1.142 2.590 -0.845  0.291
H -2.422 3.097 -2.700  0.538
H -1.206 2.396 -3.744  0.534
H -3.167 1.027 -1.900  0.504
H -3.032 0.871 -3.655  0.488
H -2.152 -0.810 -1.864  0.213
H -0.691 -1.917 -3.113  0.373
H -2.026 -1.441 -4.154  0.439
H 0.288 -1.328 -5.094  0.378
H -0.775 0.016 -5.417  0.396
H 1.492 0.695 -5.151  0.460
H 0.398 1.519 -4.055  -0.150
H 2.251 -0.561 -3.246  0.324
H 3.516 1.315 -3.619  0.439
H 2.160 2.319 -3.132  0.198
H 3.836 0.580 -1.280  0.445
H 3.961 2.330 -1.477  0.391
H 2.529 1.164 0.391  0.329
H 1.045 2.880 0.677  0.172
H 2.681 3.483 0.433  0.481
C -4.206 -4.104 4.006  -1.552
C -3.542 -2.860 3.475  0.941
C -3.136 -2.788 2.141  -0.824
C -2.537 -1.643 1.645  -0.689
C -2.349 -0.550 2.483  0.082
C -2.758 -0.596 3.808  -0.352
C -3.346 -1.753 4.296  -0.874
S -1.601 0.913 1.838  1.071
O -1.906 2.005 2.716  -0.735
O -2.053 1.008 0.443  -0.577
N -0.041 0.638 1.643  0.111
C 0.912 0.545 2.648  0.180
C 0.647 0.632 4.023  -0.576
C 1.692 0.476 4.909  -0.665
C 2.976 0.246 4.429  -0.689
C 3.149 0.192 3.062  -0.519
N 2.153 0.336 2.180  -0.019
H -3.898 -4.984 3.443  0.379
H -5.292 -4.015 3.922  0.317
H -3.966 -4.260 5.057  0.392
H -3.299 -3.638 1.488  0.402
H -2.213 -1.585 0.613  0.518
H -2.629 0.275 4.438  0.573
H -3.667 -1.796 5.330  0.412
H -0.358 0.831 4.364  0.411
H 1.513 0.531 5.976  0.435
H 3.817 0.118 5.096  0.430
H 4.132 0.024 2.635  0.424
C 2.116 -3.315 -1.432  -0.227
O 1.743 -3.498 -0.056  -0.279
C 1.018 -2.589 0.517  0.484
C 0.743 -3.019 1.915  -0.739
H 1.796 -4.196 -1.981  0.341
H 3.200 -3.235 -1.478  0.247
H 1.642 -2.418 -1.824  -0.180
H 1.226 -3.963 2.180  0.366
H -0.342 -3.102 2.035  -0.003
H 1.056 -2.223 2.594  0.036

Summary:
**Gap between HOMO and LUMO**: 7.8 eV
**Total charge**: +1
**HOMO**: -9.8 eV
**LUMO**: -1.9864 eV
**2S+1**: 1


The following is a DFT calculation (the ωB97M-V functional and the def2-TZVPD basis) of a molecular structure, C25H42ClGaNO7Sb.

Each line ends with the Mulliken charge.
CARTESIAN COORDINATES (ANGSTROEM)
Ga 0.527 0.161 -0.537  2.160
O 3.660 -1.391 -4.513  -0.465
C 2.681 -0.736 -3.901  0.052
O 1.525 -1.051 -3.889  -0.379
C 3.202 0.494 -3.195  0.593
C 4.479 0.995 -3.445  -0.847
C 4.879 2.153 -2.805  -1.017
C 3.990 2.784 -1.948  -1.126
C 2.745 2.203 -1.761  1.256
N 2.357 1.076 -2.353  0.171
C 1.697 2.788 -0.880  0.697
O 1.770 4.022 -0.470  -0.415
O 0.710 2.139 -0.521  -0.099
H 3.296 -2.175 -4.955  0.386
H 5.132 0.478 -4.133  0.598
H 5.865 2.564 -2.973  0.487
H 4.295 3.686 -1.432  0.429
H 2.517 4.512 -0.843  0.321
C -1.629 -0.796 -4.032  -0.756
C -1.941 0.699 -3.973  -0.651
C -0.837 1.230 -3.086  -0.679
O -0.624 0.149 -2.109  1.161
C -1.216 -1.111 -2.610  -0.603
H -0.803 -0.993 -4.711  0.300
H -2.487 -1.393 -4.335  0.444
H -2.917 0.876 -3.520  0.307
H -1.926 1.175 -4.951  0.453
H -1.096 2.126 -2.525  0.325
H 0.099 1.365 -3.624  0.386
H -2.077 -1.315 -1.973  0.357
H -0.463 -1.888 -2.518  0.262
Cl 3.682 -3.477 -1.188  -0.136
C 3.640 -2.099 -0.094  -0.601
C 2.441 -1.223 -0.301  0.537
O 2.408 -0.063 0.225  -0.731
O 1.432 -1.580 -0.978  -0.587
H 4.537 -1.496 -0.222  0.353
H 3.627 -2.454 0.938  0.372
C -0.191 -3.143 1.620  -1.551
C -1.477 -2.347 1.838  1.620
C -2.011 -2.557 3.254  -1.619
C -2.524 -2.775 0.814  -1.599
Sb -1.023 -0.230 1.556  -2.042
C -2.850 0.933 1.306  1.782
C -2.492 2.414 1.418  -1.705
C -3.878 0.543 2.364  -1.648
C -3.402 0.652 -0.092  -1.655
C 0.115 0.516 3.267  1.806
C -0.820 0.770 4.446  -1.597
C 0.803 1.813 2.837  -1.554
C 1.182 -0.511 3.638  -1.648
H -0.401 -4.196 1.823  0.568
H 0.609 -2.837 2.296  0.288
H 0.171 -3.074 0.593  0.279
H -2.284 -3.610 3.361  0.554
H -2.906 -1.968 3.459  0.293
H -1.267 -2.337 4.018  0.311
H -2.687 -3.851 0.921  0.556
H -2.199 -2.601 -0.213  0.210
H -3.485 -2.285 0.974  0.290
H -2.152 2.689 2.416  0.297
H -3.388 3.005 1.207  0.529
H -1.726 2.710 0.696  0.309
H -3.513 0.675 3.383  0.309
H -4.210 -0.489 2.245  0.331
H -4.757 1.182 2.244  0.552
H -2.718 0.994 -0.871  0.258
H -4.341 1.199 -0.210  0.577
H -3.620 -0.405 -0.257  0.248
H -1.551 1.551 4.235  0.325
H -0.221 1.107 5.296  0.552
H -1.350 -0.130 4.761  0.294
H 0.109 2.567 2.468  0.308
H 1.561 1.623 2.074  0.191
H 1.315 2.236 3.706  0.595
H 0.758 -1.445 4.003  0.308
H 1.789 -0.095 4.447  0.578
H 1.852 -0.725 2.803  0.185

Summary:
**Gap between HOMO and LUMO**: 8.4 eV
**Total charge**: +2
**HOMO**: -15.0 eV
**LUMO**: -6.5627 eV
**2S+1**: 1


The following is a DFT calculation (the ωB97M-V functional and the def2-TZVPD basis) of a single C25H42F3N3 molecule.

Each line ends with the Mulliken charge.
CARTESIAN COORDINATES (ANGSTROEM)
C -4.971 2.502 2.235  -0.970
N -4.398 1.570 1.286  -0.115
H -5.131 1.210 0.680  0.212
C -3.351 2.161 0.468  -1.491
H -2.578 2.537 1.146  0.486
C -2.737 1.091 -0.437  -0.023
N -2.265 0.010 0.416  0.120
H -2.890 -0.027 1.218  0.324
C -2.219 -1.293 -0.218  -1.137
H -3.136 -1.510 -0.796  0.715
C -2.016 -2.423 0.818  0.060
N -0.957 -2.191 1.779  -0.299
H -1.194 -1.401 2.370  0.378
C 0.388 -2.042 1.269  -1.119
H 1.073 -2.529 1.974  0.412
C 0.831 -0.573 1.084  0.728
C 2.086 -0.501 0.276  -0.111
C 3.322 -0.715 0.876  -0.643
C 4.480 -0.699 0.113  0.039
C 4.432 -0.461 -1.253  -0.754
C 3.202 -0.248 -1.852  -0.785
C 2.045 -0.271 -1.095  -0.029
H 1.091 -0.100 -1.571  0.393
H 3.150 -0.063 -2.914  0.431
H 5.341 -0.446 -1.834  0.443
C 5.804 -0.899 0.790  0.941
F 6.750 -1.383 -0.031  -0.278
F 6.301 0.256 1.286  -0.258
F 5.738 -1.746 1.831  -0.269
H 3.383 -0.897 1.938  0.475
H 0.994 -0.136 2.071  0.483
H 0.022 -0.028 0.597  -0.648
H 0.465 -2.574 0.317  0.409
C -3.318 -2.696 1.581  -1.404
H -4.116 -2.898 0.863  0.438
H -3.592 -1.797 2.139  0.353
C -3.216 -3.865 2.567  0.814
C -4.414 -3.852 3.515  -1.613
H -4.455 -2.919 4.073  0.396
H -4.348 -4.672 4.225  0.444
H -5.342 -3.959 2.955  0.319
C -3.143 -5.207 1.842  -1.495
H -2.258 -5.262 1.215  0.349
H -3.098 -6.021 2.561  0.425
H -4.022 -5.351 1.217  0.316
H -2.299 -3.733 3.148  0.245
H -1.742 -3.324 0.255  0.506
H -1.383 -1.302 -0.926  0.280
C -1.570 1.631 -1.276  -0.822
H -0.810 2.024 -0.598  0.337
H -1.134 0.778 -1.799  0.111
C -1.960 2.699 -2.311  0.310
C -1.303 2.417 -3.666  -1.068
C -1.714 3.458 -4.703  -0.849
C -1.342 4.860 -4.234  -0.649
C -1.984 5.152 -2.882  -0.809
C -1.563 4.105 -1.855  -0.869
H -2.017 4.331 -0.890  0.407
H -0.478 4.143 -1.729  0.388
H -1.692 6.147 -2.538  0.345
H -3.071 5.142 -2.988  0.359
H -1.667 5.599 -4.971  0.342
H -0.256 4.935 -4.142  0.302
H -1.228 3.242 -5.657  0.382
H -2.794 3.404 -4.860  0.348
H -1.590 1.422 -4.014  0.468
H -0.217 2.432 -3.546  0.292
H -3.046 2.673 -2.455  0.431
H -3.525 0.730 -1.130  0.152
H -3.720 3.003 -0.138  0.654
H -5.761 2.000 2.791  0.322
H -4.193 2.810 2.934  0.326
H -5.388 3.405 1.765  0.297

Summary:
**Gap between HOMO and LUMO**: 9.1 eV
**Total charge**: 0
**HOMO**: -8.4 eV
**LUMO**: 0.7139 eV
**SMILES string**: CNC[C@@H](CC1CCCCC1)NC[C@H](CC(C)C)NCCc1cccc(C(F)(F)F)c1
**2S+1**: 1


Q: Which of these has the lowest HOMO?
A: C25H42ClGaNO7Sb